No. 1
Below is a structure of composition C15H28BN9O4RuS3 at a distorted geometry, with properties calculated with wB97M-V/def2-TZVPD.

Results
LUMO (alpha / beta) = -0.089 / -0.104 Ha
Spin multiplicity = 2
Electronic energy = -73366.328 eV
HOMO-LUMO gap (alpha / beta) = 7.5 / 7.1 eV
Highest occupied orbital energy (alpha / beta) = -9.91 / -9.93 eV
Total charge = +1
Strongest force on any atom = 0.027 hartree/bohr

The geometry in XYZ format:
```
61
C15H28BN9O4RuS3 wB97M-V/def2-TZVPD
Ru 0.100 0.569 -0.149
C 3.539 1.532 -2.689
N 3.463 0.415 -1.764
C 3.980 -0.840 -1.976
C 3.796 -1.534 -0.827
N 3.197 -0.706 0.092
B 3.247 -1.165 1.610
N 2.618 -0.140 2.596
C 3.364 0.510 3.550
C 2.522 1.109 4.420
N 1.245 0.834 3.980
C 0.025 1.170 4.686
C 1.328 0.075 2.865
S -0.024 -0.481 1.949
C 2.975 0.474 -0.501
S 2.133 1.844 0.126
H 3.860 1.151 -3.656
H 4.263 2.264 -2.333
H 2.564 2.002 -2.775
H 4.427 -1.123 -2.912
H 4.062 -2.543 -0.572
H 4.411 -1.219 1.902
H 2.688 -2.224 1.678
H 4.437 0.484 3.528
H 2.706 1.701 5.298
H 0.292 1.705 5.594
H -0.523 0.266 4.946
H -0.621 1.801 4.078
N -0.754 2.400 0.868
N -2.031 2.921 0.553
C -2.527 2.708 -0.721
N -3.517 3.518 -1.133
N -1.952 1.756 -1.378
N -2.387 1.502 -2.643
O -1.661 0.421 -3.270
O -3.548 1.578 -3.061
H -0.737 2.090 1.833
H -0.036 3.098 0.691
H -2.254 3.817 0.961
H -3.920 4.194 -0.509
H -4.002 3.265 -1.980
C 0.205 -0.801 -3.951
C -0.320 0.334 -3.136
O 0.368 1.065 -2.455
H 0.979 -0.421 -4.616
H -0.577 -1.283 -4.530
H 0.662 -1.516 -3.265
O -1.045 -1.162 -0.847
S -2.558 -1.364 -0.906
C -2.711 -3.116 -1.377
C -3.629 -3.764 -0.351
C -3.220 -3.172 0.995
C -3.160 -1.664 0.784
H -1.689 -3.492 -1.303
H -3.055 -3.179 -2.407
H -3.533 -4.849 -0.381
H -4.672 -3.520 -0.569
H -2.236 -3.541 1.290
H -3.923 -3.428 1.786
H -2.488 -1.132 1.457
H -4.146 -1.197 0.829
```

These are the natural (NBO) partial charges, in e, on atoms 1 to 4: number 1, Ru, carries 0.656; number 2, C, carries -0.408; number 3, N, carries -0.336; number 4, C, carries -0.081

No. 2
Below is a structure of composition C15H28F2KO11S3Zn at a distorted geometry, with properties calculated with wB97M-V/def2-TZVPD.

Results
LUMO = -0.123 Ha
Electronic energy = -141210.964 eV
HOMO-LUMO gap = 8.9 eV
Highest occupied orbital energy = -12.21 eV
Total charge = +1
Strongest force on any atom = 0.027 hartree/bohr

The geometry in XYZ format:
```
61
C15H28F2KO11S3Zn wB97M-V/def2-TZVPD
Zn 1.786 -2.973 0.233
K 4.443 -1.124 1.788
F 3.134 -3.465 1.377
F 2.042 -1.074 0.401
O 0.237 -2.928 1.655
S -1.098 -2.839 2.166
O -2.057 -3.801 1.786
O -0.872 -2.863 3.711
C -2.060 -3.040 4.555
C -1.563 -3.323 5.949
C -1.678 -1.215 1.886
H -2.606 -3.897 4.171
H -2.682 -2.147 4.525
H -0.902 -4.187 5.953
H -2.409 -3.572 6.591
H -1.069 -2.457 6.386
H -0.924 -0.542 2.287
H -2.627 -1.107 2.407
H -1.805 -1.059 0.819
O -0.793 1.884 -0.391
S 0.234 2.817 -0.087
O 0.888 3.559 -1.100
O -0.318 3.887 0.925
C -1.320 3.482 1.906
C -2.526 4.356 1.773
C 1.432 1.993 0.872
H -0.830 3.583 2.875
H -1.554 2.421 1.793
H -2.195 5.398 1.782
H -3.117 4.298 2.692
H -3.141 4.133 0.909
H 0.960 1.498 1.718
H 2.069 2.767 1.303
H 1.961 1.291 0.236
O -2.066 -2.484 -1.113
S -0.852 -2.343 -1.839
O 0.360 -2.799 -1.193
O -0.899 -3.150 -3.167
C -2.182 -3.579 -3.716
C -2.878 -2.492 -4.484
C -0.661 -0.691 -2.373
H -2.797 -3.979 -2.912
H -1.927 -4.405 -4.375
H -3.719 -2.936 -5.020
H -2.206 -2.056 -5.223
H -3.308 -1.718 -3.850
H -1.612 -0.471 -2.851
H 0.137 -0.681 -3.105
H -0.445 -0.073 -1.506
C 3.770 1.539 -1.851
C 4.658 2.387 -1.353
C 4.856 3.737 -1.937
O 5.811 4.415 -1.650
C 3.881 4.152 -2.986
C 2.995 3.306 -3.495
C 2.821 1.953 -2.924
O 1.920 1.222 -3.265
H 3.678 0.532 -1.447
H 5.340 2.034 -0.586
H 3.957 5.166 -3.356
H 2.327 3.657 -4.271
```

These are the natural (NBO) partial charges, in e, on atoms 1 to 4: number 1, Zn, carries 1.786; number 2, K, carries 0.995; number 3, F, carries -0.897; number 4, F, carries -0.938

No. 3
Below is a structure of composition C15H28F6N3O2SbW at a distorted geometry, with properties calculated with wB97M-V/def2-TZVPD.

Results
LUMO (alpha / beta) = -0.477 / -0.463 Ha
Spin multiplicity = 2
Electronic energy = -49218.079 eV
HOMO-LUMO gap (alpha / beta) = 6.8 / 7.4 eV
Highest occupied orbital energy (alpha / beta) = -19.82 / -20.01 eV
Total charge = +3
Strongest force on any atom = 0.057 hartree/bohr

The geometry in XYZ format:
```
56
C15H28F6N3O2SbW wB97M-V/def2-TZVPD
W -0.178 0.100 0.171
C -2.246 -1.700 3.106
C -1.386 -0.556 2.724
C -1.940 0.480 1.913
C -1.254 1.683 1.682
C -1.963 2.933 1.246
C 0.137 1.669 1.971
C 0.707 0.683 2.828
C 2.079 0.899 3.366
C -0.078 -0.418 3.189
H -2.787 -1.402 4.015
H -1.679 -2.595 3.357
H -3.001 -1.917 2.350
H -2.985 0.420 1.628
H -2.250 3.460 2.161
H -2.887 2.726 0.704
H -1.334 3.608 0.670
H 0.680 2.591 1.798
H 1.958 1.366 4.353
H 2.668 1.587 2.762
H 2.627 -0.029 3.528
H 0.325 -1.157 3.875
N -1.607 0.732 -1.308
C -1.206 1.144 -2.723
C -0.676 2.563 -2.796
C 0.422 2.867 -1.784
C 1.582 1.874 -1.791
N 1.646 1.154 -0.456
H -2.172 -0.114 -1.411
H -2.243 1.447 -0.946
H -2.103 1.038 -3.333
H -0.492 0.398 -3.063
H -1.490 3.282 -2.676
H -0.307 2.707 -3.814
H -0.019 2.870 -0.776
H 0.785 3.885 -1.924
H 2.546 2.354 -1.949
H 1.483 1.100 -2.547
H 2.010 1.819 0.222
H 2.358 0.422 -0.562
N 1.081 -1.837 0.824
C 0.305 -3.066 0.589
C -1.094 -2.738 0.152
O -1.884 -3.581 -0.080
O -1.339 -1.402 0.102
H 1.852 -1.756 0.162
H 1.447 -1.784 1.766
H 0.154 -3.654 1.492
H 0.693 -3.655 -0.238
F 0.511 -0.805 -1.362
Sb 2.547 -2.251 -2.829
F 0.849 -2.895 -3.180
F 2.635 -3.445 -1.392
F 3.897 -2.990 -3.805
F 3.155 -1.001 -1.532
F 2.191 -0.779 -3.907
```

These are the natural (NBO) partial charges, in e, on atoms 1 to 4: number 1, W, carries 2.126; number 2, C, carries -0.693; number 3, C, carries 0.179; number 4, C, carries -0.264

No. 4
Below is a cluster of 3 separate species, C15H28FNO5 in total at a distorted geometry, with properties calculated with wB97M-V/def2-TZVPD.

Results
LUMO = 0.018 Ha
Electronic energy = -30450.828 eV
HOMO-LUMO gap = 8.5 eV
Highest occupied orbital energy = -8.01 eV
Total charge = 0
Strongest force on any atom = 0.111 hartree/bohr

The geometry in XYZ format:
```
50
C15H28FNO5 wB97M-V/def2-TZVPD
C -3.946 2.484 -0.043
C -2.902 1.899 0.890
C -1.551 2.607 0.718
C -3.417 2.333 2.377
C -2.695 1.650 3.516
C -2.713 0.124 3.288
C -2.115 -0.407 1.879
C -0.555 -0.260 1.913
C -2.439 -1.894 1.641
N -2.785 0.400 0.795
O -2.735 -0.125 -0.504
H -4.152 3.553 -0.003
H -3.706 2.230 -1.075
H -4.871 1.947 0.171
H -0.988 2.382 -0.188
H -1.794 3.667 0.640
H -0.867 2.603 1.568
H -3.423 3.417 2.492
H -4.495 2.180 2.417
H -1.668 1.957 3.711
H -3.317 1.668 4.411
H -3.683 -0.358 3.411
H -2.199 -0.197 4.194
H -0.329 0.805 1.951
H -0.287 -0.402 0.866
H 0.037 -0.904 2.564
H -1.947 -2.385 0.801
H -3.510 -2.047 1.512
H -2.152 -2.476 2.517
H -3.689 -0.229 -0.524
O 6.329 -3.285 2.884
C 6.624 -2.657 1.833
O 7.234 -3.104 0.738
C 7.659 -2.080 -0.168
C 6.801 -0.957 0.367
F 5.650 -0.935 -0.342
O 6.468 -1.409 1.659
H 8.682 -1.727 -0.032
H 7.447 -2.477 -1.160
H 7.227 0.046 0.375
C -0.715 -0.853 -6.002
C 0.531 -1.308 -5.296
C 1.636 -0.353 -4.829
O 0.704 -2.493 -5.042
H -1.171 -0.034 -5.447
H -1.474 -1.633 -6.061
H -0.464 -0.519 -7.009
H 2.431 -0.950 -4.383
H 1.284 0.474 -4.213
H 2.009 0.029 -5.780
```

These are the natural (NBO) partial charges, in e, on atoms 1 to 4: number 1, C, carries -0.628; number 2, C, carries 0.136; number 3, C, carries -0.646; number 4, C, carries -0.401